No. 1
88
Properties=species:S:1:pos:R:3:lowdin_charge:R:1 method="wB97M-V/def2-TZVPD" homo_lumo_gap_ha="0.27028 / 0.30233" multiplicity=3 charge=+1 relative_energy_kj_mol=11.0 lumo_energy_ev="-2.4 / -2.4"
V 2.1444 2.5874 0.4756 0.809
N 0.7186 2.1780 -0.9453 -0.314
S -0.3775 1.4780 -1.5660 0.799
N -0.3940 -0.1909 -1.5676 -0.344
S -0.8690 -1.1019 -0.4265 0.876
N -0.4177 -0.9164 1.0468 -0.354
S 1.1178 -0.5083 1.4866 0.787
N 1.5790 0.8631 1.4026 -0.308
C 2.1684 -1.6662 0.6260 -0.316
C 2.1423 -3.0210 0.9398 -0.067
C 2.9614 -3.8847 0.2350 -0.061
C 3.7852 -3.3939 -0.7719 -0.062
C 3.7965 -2.0426 -1.0787 -0.049
C 2.9859 -1.1630 -0.3726 -0.049
C 1.0771 -1.1424 3.1461 -0.318
C 2.3052 -1.0796 3.8003 -0.061
C 2.3828 -1.4883 5.1191 -0.055
C 1.2413 -1.9352 5.7753 -0.061
C 0.0245 -1.9811 5.1154 -0.061
C -0.0665 -1.5863 3.7859 -0.060
C -0.4485 -2.7192 -1.0253 -0.324
C -0.9230 -3.8005 -0.2903 -0.064
C -0.5970 -5.0788 -0.7053 -0.053
C 0.1975 -5.2595 -1.8311 -0.055
C 0.6682 -4.1699 -2.5466 -0.052
C 0.3442 -2.8791 -2.1502 -0.052
C -2.6355 -1.1688 -0.2835 -0.317
C -3.3310 -1.6078 -1.4052 -0.061
C -4.7130 -1.6449 -1.3580 -0.050
C -5.3772 -1.2379 -0.2082 -0.053
C -4.6686 -0.7928 0.8969 -0.053
C -3.2814 -0.7555 0.8701 -0.059
C -1.9771 1.9266 -0.9039 -0.298
C -3.1586 1.8724 -1.6302 -0.052
C -4.3373 2.2639 -1.0136 -0.060
C -4.3263 2.7010 0.3039 -0.068
C -3.1385 2.7474 1.0184 -0.059
C -1.9513 2.3616 0.4145 -0.070
C -0.5061 1.6939 -3.3260 -0.307
C -1.1720 0.8062 -4.1636 -0.088
C -1.2172 1.0767 -5.5203 -0.063
C -0.5930 2.2124 -6.0255 -0.058
C 0.0791 3.0796 -5.1813 -0.045
C 0.1248 2.8258 -3.8168 -0.047
H 1.5008 -3.3875 1.7315 0.122
H 2.9628 -4.9402 0.4727 0.116
H 4.4291 -4.0726 -1.3162 0.113
H 4.4436 -1.6661 -1.8594 0.117
H 2.9821 -0.1029 -0.5913 0.105
H 3.1781 -0.7096 3.2764 0.123
H 3.3303 -1.4562 5.6398 0.113
H 1.3042 -2.2482 6.8091 0.112
H -0.8603 -2.3282 5.6319 0.111
H -1.0046 -1.6306 3.2513 0.094
H -1.5378 -3.6415 0.5875 0.124
H -0.9632 -5.9341 -0.1538 0.115
H 0.4494 -6.2618 -2.1521 0.115
H 1.2895 -4.3197 -3.4192 0.118
H 0.6967 -2.0113 -2.6904 0.114
H -2.7988 -1.9294 -2.2925 0.120
H -5.2721 -1.9931 -2.2158 0.116
H -6.4584 -1.2689 -0.1768 0.116
H -5.1940 -0.4705 1.7857 0.118
H -2.7067 -0.4050 1.7154 0.106
H -3.1629 1.5504 -2.6625 0.109
H -5.2659 2.2405 -1.5687 0.115
H -5.2496 3.0181 0.7714 0.113
H -3.1322 3.1002 2.0415 0.114
H -1.0038 2.4069 0.9359 0.085
H -1.6282 -0.0891 -3.7625 0.095
H -1.7284 0.3962 -6.1881 0.110
H -0.6246 2.4132 -7.0882 0.112
H 0.5811 3.9522 -5.5759 0.118
H 0.6621 3.4770 -3.1411 0.093
N 4.3496 3.7205 3.7641 0.203
C 3.4153 3.4122 2.8581 -0.500
O 3.7003 2.7260 1.8646 -0.054
C 2.0071 3.9067 3.0415 -0.183
C 1.3787 4.0802 1.6575 -0.227
H 5.2973 3.4147 3.6191 0.125
H 4.1439 4.3284 4.5353 0.115
H 1.9939 4.8012 3.6724 0.113
H 1.4825 3.1165 3.5893 0.121
H 1.7204 5.0069 1.1857 0.070
H 0.2898 4.1094 1.7092 0.042
O 3.3896 3.6520 -2.9083 -0.017
N 3.0269 4.1693 -1.9076 -0.166
O 3.2196 3.4100 -0.8214 -0.321

***

No. 2
17
Properties=species:S:1:pos:R:3:lowdin_charge:R:1 method="wB97M-V/def2-TZVPD" homo_lumo_gap_ha=0.35725 charge=0 relative_energy_kj_mol=269.7 lumo_energy_ev=0.7
C 0.2700 0.5493 -0.2445 -0.333
C -2.2866 1.6233 0.3057 -0.142
C 2.5054 -0.5183 -0.4666 -0.080
C -1.6067 0.2758 0.2635 -0.628
N 0.8158 -1.7525 0.3581 0.050
N 1.1315 -0.4914 -0.1423 -0.211
O 0.5319 1.6477 -0.7010 0.032
Cl -2.2434 -0.9669 -0.8804 0.552
H -2.0074 2.0535 -0.6928 0.093
H -3.3892 1.3539 0.3212 0.102
H -1.8000 2.1199 1.0417 0.039
H 2.6816 0.3297 -1.1838 0.103
H 3.2560 -0.6750 0.3234 0.090
H 2.7451 -1.3636 -1.1755 0.100
H -1.4711 -0.2534 1.3236 0.109
H -0.1936 -1.9627 0.2524 0.046
H 1.0607 -1.9694 1.2972 0.078

***

No. 3
18
Properties=species:S:1:pos:R:3:lowdin_charge:R:1 method="wB97M-V/def2-TZVPD" homo_lumo_gap_ha=0.34574 charge=0 relative_energy_kj_mol=407.6 lumo_energy_ev=0.9
C -1.8527 -0.2917 0.3344 -0.077
C 0.2085 -1.0034 -0.5182 -0.385
C 1.9006 0.3487 -0.8731 -0.127
C 0.5846 0.9849 -0.0618 -0.206
C -0.7955 0.3605 1.2839 -0.234
C 0.4476 -0.2717 0.7301 -0.216
H -2.3876 0.3643 -0.3641 0.113
H -2.6525 -0.7678 0.8898 0.099
H -1.4879 -1.4731 -1.5162 0.135
H 2.7633 0.1759 -0.2044 0.101
H 2.2105 0.9507 -1.7569 0.099
H -0.0532 1.0940 -0.9189 0.130
H -0.7442 2.4392 0.7790 0.091
H -1.0407 0.2370 2.3190 0.126
H 1.2682 -0.4519 1.4421 0.171
N -1.1458 -1.3483 -0.5483 0.066
N 1.1530 -0.8210 -1.3866 0.055
N -0.1265 1.6933 1.0720 0.060

***

No. 4
10
Properties=species:S:1:pos:R:3:lowdin_charge:R:1 method="wB97M-V/def2-TZVPD" homo_lumo_gap_ha=0.40609 charge=0 relative_energy_kj_mol=109.7 lumo_energy_ev=0.8 smiles="[H]/N=C/OC(N)=O"
H -1.6582 -1.3170 -1.3088 0.081
N -0.9584 -0.8215 -0.7805 0.086
C -1.1599 0.4026 -0.5064 -0.239
O -0.3094 1.1664 0.1840 0.054
C 0.9624 0.7116 0.7100 -0.560
N 1.1440 -0.5991 0.5048 0.162
O 1.6344 1.5524 1.2400 0.104
H -2.0478 0.9671 -0.8050 0.142
H 0.3744 -1.0835 -0.0789 0.052
H 2.0185 -0.9790 0.8408 0.118

***

No. 5
17
Properties=species:S:1:pos:R:3:lowdin_charge:R:1 method="wB97M-V/def2-TZVPD" homo_lumo_gap_ha=0.32370 charge=+1 relative_energy_kj_mol=546.1 lumo_energy_ev=-6.6 smiles="O=[N+]1N=C([O-])[N+]2=CC=CC[C@@H]12"
O -2.8434 0.9755 0.5051 0.152
N -2.0843 0.2733 -0.1338 -0.252
N -2.1202 -0.1168 -1.3547 0.241
C -1.0367 -0.8798 -1.7813 -0.408
O -0.7801 -1.3290 -2.8689 0.188
N -0.0572 -0.8877 -0.7143 0.127
C 1.2606 -0.9494 -0.8040 0.077
C 2.0136 -0.1252 0.0534 0.005
C 1.4704 0.6582 1.0200 0.063
C -0.0190 0.9014 1.2006 -0.078
C -0.9056 -0.1856 0.6347 0.011
H 1.6346 -1.3814 -1.7349 0.174
H 2.9972 -0.2187 -0.0128 0.081
H 1.9466 1.4265 1.4669 0.100
H -0.1606 0.8972 2.2564 0.126
H -0.1575 2.0409 1.0210 0.194
H -1.1583 -1.0993 1.2467 0.199

***

No. 6
62
Properties=species:S:1:pos:R:3:lowdin_charge:R:1 method="wB97M-V/def2-TZVPD" homo_lumo_gap_ha=0.32154 charge=0 relative_energy_kj_mol=43.0 lumo_energy_ev=0.9 smiles=CCN(CC)CC.CCCCCC.CCCCCC
C 0.2958 -1.8971 1.6572 -0.076
C 0.6948 -3.3181 1.2452 -0.192
N 0.3118 -3.7031 -0.1718 -0.161
C 1.1988 -4.6641 -0.8098 -0.214
C 1.0698 -6.1601 -0.2118 -0.063
C -1.1642 -3.7041 -0.3878 -0.225
C -1.5352 -3.9721 -1.8068 -0.090
H -0.7322 -1.7541 1.7002 0.002
H 0.6178 -0.7981 1.0012 0.174
H 0.4658 -1.6511 2.5892 -0.004
H 0.2608 -4.0291 1.8632 0.095
H 1.6618 -3.3591 1.4622 0.063
H 2.3198 -4.4151 -0.7008 0.138
H 0.8918 -4.7111 -1.7748 0.042
H -0.0752 -6.2861 -0.0498 0.103
H 1.5918 -6.2311 0.6052 -0.027
H 1.5668 -7.0301 -0.7278 0.081
H -1.5412 -2.7981 -0.0238 0.059
H -1.5922 -4.3361 0.3122 0.088
H -1.0392 -4.7051 -2.3558 0.044
H -1.2912 -3.2641 -2.5568 0.054
H -2.6562 -3.7651 -1.9848 0.112
C 2.7858 2.6569 -3.1598 -0.117
C 3.1908 3.1209 -1.7298 -0.253
C 2.0038 3.7949 -0.9708 -0.258
C 2.2978 4.3229 0.3782 -0.253
C 2.6668 3.0989 1.3642 -0.223
C 2.4838 3.5999 2.8482 -0.161
H 2.6778 3.4559 -3.7608 0.008
H 1.9848 2.0199 -3.3728 0.049
H 3.8458 2.3489 -3.5868 0.114
H 4.0768 3.7929 -1.8528 0.118
H 3.5298 2.1819 -1.2958 0.094
H 1.1498 3.0399 -1.0518 0.117
H 1.7028 4.8369 -1.4838 0.152
H 1.4758 4.9629 0.8122 0.112
H 2.9668 5.1329 0.5582 0.092
H 3.6468 2.7669 1.5992 0.076
H 1.9738 2.2549 1.1892 0.094
H 1.4948 4.0259 3.1992 0.059
H 3.2938 4.3339 3.0062 0.060
H 2.6638 2.7839 3.6972 0.098
C -3.3122 -0.7101 -1.9818 -0.118
C -4.0152 -0.5391 -0.6298 -0.291
C -3.0362 -0.1121 0.4632 -0.180
C -2.5822 1.4169 0.4152 -0.163
C -1.9012 1.8179 1.7512 -0.299
C -1.4182 3.2399 1.6572 -0.112
H -3.0712 0.4359 -2.2978 0.118
H -3.9382 -1.1681 -2.8068 0.080
H -2.4272 -1.3661 -1.8248 0.045
H -4.6252 -1.2971 -0.4928 0.031
H -4.9122 0.1799 -0.8148 0.135
H -2.2642 -0.9341 0.5092 0.081
H -3.3362 -0.2341 1.5042 0.102
H -3.3382 2.0109 0.3302 0.034
H -1.6862 1.6759 -0.3628 0.154
H -1.1422 1.1529 1.7632 0.053
H -2.4532 1.7039 2.5982 0.081
H -2.2932 3.9519 1.6742 0.087
H -0.5772 3.3669 0.6892 0.140
H -0.9012 3.4309 2.5932 0.043

***

No. 7
15
Properties=species:S:1:pos:R:3:lowdin_charge:R:1 method="wB97M-V/def2-TZVPD" homo_lumo_gap_ha=0.28082 charge=0 relative_energy_kj_mol=348.7 lumo_energy_ev=-1.4
C -1.3852 0.8273 0.0133 -0.124
N -0.0754 2.4163 1.9039 -0.198
N 2.7068 -1.8357 -0.0599 -0.291
O 0.9516 2.4283 -0.2860 -0.331
O 1.0620 0.1892 0.9499 -0.622
O 0.5793 -2.4354 1.1022 -0.402
O 2.5661 -2.8753 -1.0021 -0.084
S 0.2601 1.5976 0.6517 0.585
S 1.7332 -1.6369 1.3184 1.069
H -1.1034 -0.1425 -0.4156 0.029
H -2.0371 0.5819 0.9954 0.107
H -1.9144 1.4607 -0.6623 0.028
H -0.1874 1.9157 2.6977 -0.053
H 3.7413 -1.7094 0.0342 0.137
H 1.5603 -2.9247 -1.2274 0.151

***

Number 1: electronic energy -4200.127545 Ha. Number 2: electronic energy -802.657557 Ha. Number 3: electronic energy -398.120209 Ha. Number 4: electronic energy -338.611427 Ha. Number 5: electronic energy -546.543907 Ha. Number 6: electronic energy -766.042703 Ha. Number 7: electronic energy -1248.325818 Ha.